{"formula": "C3H9N3O2", "method": "wB97M-V/def2-TZVPD", "de_lowest_kcal_mol": 55.4, "homo_ev": -8.92, "homo_lumo_gap_ha": 0.355, "smiles": "NC(N)NCC(=O)O", "fmax_ev_per_a": 3.2, "lumo_energy_ev": 0.750, "symbols": ["C", "C", "N", "C", "N", "N", "O", "O", "H", "H", "H", "H", "H", "H", "H", "H", "H"], "xyz": [[0.23815, -0.51936, -1.22649], [-0.23383, 1.18458, 0.43586], [0.66390, 0.70959, -0.61415], [0.15560, 0.92249, 1.84014], [0.72449, -1.65459, -0.52040], [-1.32400, -0.54207, -1.19237], [1.02460, -0.11440, 1.99472], [-0.16363, 1.60695, 2.78462], [1.31666, -0.12791, 2.91851], [0.83055, 1.42844, -1.30389], [0.60193, -0.53905, -2.26464], [1.28285, -1.38447, 0.28535], [0.01022, -2.30184, -0.21754], [-1.69994, 0.05235, -1.92749], [-1.66560, -1.47821, -1.38283], [-1.25396, 0.52472, 0.06933], [-0.50799, 2.23278, 0.32126]], "forces_ev_per_angstrom": [[-1.9, 0.2, -0.3], [-2.4, -1.4, -1.5], [0.4, 0.6, 0.2], [0.9, 0.6, 0.6], [0.3, -0.7, 0.5], [1.3, -0.7, -1.1], [-0.1, -0.1, -0.1], [-0.2, -0.4, -0.3], [-0.2, 0.1, 0.0], [0.0, -0.1, 0.1], [-0.2, 0.2, 0.2], [-0.3, 0.0, -0.3], [0.0, 0.1, 0.0], [0.1, -0.1, -0.1], [0.1, 0.0, 0.0], [2.0, 1.6, 2.0], [0.2, -0.1, 0.1]], "nbo_charge": [0.2745, -0.4319, -0.6380, 0.7772, -0.8662, -0.8693, -0.7095, -0.6049, 0.4991, 0.3745, 0.1597, 0.4039, 0.3604, 0.3665, 0.3731, 0.3012, 0.2297]}